{"formula": "C6H16OSi", "method": "ωB97M-V with the def2-TZVPD basis set", "symbols": ["C", "H", "O", "H", "Si", "H", "H", "H", "C", "H", "H", "H", "H", "C", "C", "H", "C", "H", "H", "H", "C", "H", "H", "H"], "positions_angstrom": [[3.082, -1.388, -0.923], [-4.188, -0.233, -0.359], [-1.441, -1.513, 0.089], [3.639, -1.735, -1.838], [3.517, 0.256, -0.174], [-4.323, 1.493, -0.166], [-2.117, 0.819, 0.934], [1.351, 0.068, 0.896], [-2.160, -1.875, 1.155], [-0.979, -0.275, -1.482], [-1.863, 1.628, -0.555], [3.234, -2.271, -0.368], [4.566, -0.050, 0.932], [1.830, 1.026, 0.592], [-3.736, 0.779, -0.607], [1.114, 1.628, 0.035], [-1.445, -0.378, -0.550], [-3.886, 0.793, -1.760], [2.008, -1.565, -1.205], [2.071, 1.556, 1.517], [-2.320, 0.776, -0.139], [-2.165, -2.924, 1.393], [-2.893, -1.126, 1.598], [3.814, 0.928, -1.329]], "forces_ev_per_a": [[-0.94, -1.49, -1.94], [0.20, 1.09, -0.06], [-0.29, -0.93, -0.12], [-0.27, 1.09, 0.49], [-2.19, -1.09, 2.33], [-1.39, 1.92, 0.99], [-0.88, 0.44, 0.32], [-0.12, 0.69, -0.06], [-0.97, 1.79, 0.39], [1.12, -0.81, -0.97], [0.88, 1.28, -0.41], [0.37, -0.84, 1.59], [-0.65, 0.71, -0.90], [1.46, -1.53, 0.56], [-0.68, -4.14, -2.30], [0.37, -0.17, -0.43], [-1.59, 1.35, 0.71], [0.69, 0.37, 1.88], [0.69, 0.82, 0.12], [-0.06, 0.02, -0.05], [1.57, -1.17, 0.36], [0.27, 0.06, -0.05], [1.10, -1.26, -0.74], [1.29, 1.79, -1.70]], "e_lumo_ev": [0.786, 0.837], "de_lowest_ev": 6.7962, "spin_multiplicity": 1, "e_tot_ev": -16401.6234, "charge": 0}